[1]
{"formula": "C7H24ClO9", "method": "the ωB97M-V functional and the def2-TZVPD basis", "orbital_gap_ev": 7.9, "lumo_ev": 2.41, "relative_energy_kcal_mol": 27.62, "total_charge": -1, "homo_ev": -5.45, "multiplicity": 1, "elements": ["Cl", "O", "O", "O", "O", "C", "C", "C", "O", "H", "H", "H", "H", "H", "H", "H", "H", "C", "O", "H", "H", "H", "H", "C", "O", "H", "H", "H", "H", "C", "O", "H", "H", "H", "H", "C", "O", "H", "H", "H", "H"], "coordinates": [[0.54194, -0.42876, -1.15131], [1.24802, -1.06585, -0.06540], [-0.45242, -1.40696, -1.55052], [-0.13208, 0.68284, -0.56102], [1.48524, -0.05841, -2.17395], [4.97879, 4.01459, 3.80448], [6.04190, 3.89792, 4.87683], [7.36189, 3.24524, 4.42616], [6.29996, 5.24142, 5.42946], [5.12670, 4.85261, 3.12334], [3.98027, 4.12827, 4.22652], [4.83877, 3.05670, 3.30353], [5.60529, 3.21149, 5.60230], [7.76386, 3.85150, 3.61439], [7.11280, 2.27446, 3.99762], [8.08891, 3.18854, 5.23630], [6.79715, 5.65775, 4.72160], [-5.13842, -1.60658, -7.11399], [-5.80841, -0.59996, -7.89351], [-5.57037, -2.57329, -7.37281], [-4.06626, -1.63806, -7.30787], [-5.23902, -1.32443, -6.06595], [-5.43589, -0.59168, -8.77824], [3.19464, -6.57251, -3.27684], [4.01956, -7.71991, -2.99293], [3.85177, -5.72138, -3.45536], [2.53356, -6.82861, -4.10477], [2.66328, -6.42500, -2.33663], [4.84548, -7.40341, -2.61974], [-6.66952, 2.19076, -1.04628], [-6.10341, 2.83295, 0.06715], [-6.69696, 1.11578, -0.86807], [-7.66070, 2.61372, -1.20989], [-6.05230, 2.32526, -1.93459], [-5.16206, 2.64462, 0.06630], [-5.01428, -1.61944, 3.72101], [-3.65275, -1.24424, 3.66091], [-5.16921, -2.40915, 2.98587], [-5.16016, -2.18906, 4.63881], [-5.75715, -0.85004, 3.51060], [-3.43841, -0.74969, 2.86650]], "atomic_forces_ev_per_a": [[-0.07, -2.13, 2.61], [1.18, -0.20, 0.18], [0.02, 0.48, -1.54], [-0.51, 1.67, -0.71], [-0.65, 0.18, -0.53], [-0.59, -0.48, -0.06], [0.30, 0.49, 0.03], [-0.94, 0.66, -0.42], [-0.28, -1.63, 0.00], [0.23, -0.24, -0.23], [0.11, 0.49, 0.42], [0.47, 0.06, -0.55], [0.15, 0.61, 0.78], [0.30, 0.01, -0.10], [0.30, -0.15, 0.18], [-0.14, -0.13, -0.04], [0.09, 0.31, 0.00], [-0.05, 0.51, -0.53], [0.24, -0.02, 0.28], [0.02, -0.17, 0.48], [0.07, 0.04, -0.16], [-0.31, -0.30, -0.09], [0.03, -0.06, 0.02], [0.74, -0.70, 1.21], [0.23, -0.29, -0.54], [-0.44, 0.20, -0.39], [0.12, 0.27, 0.10], [-0.59, 0.58, -0.38], [-0.06, -0.04, 0.02], [0.32, -0.33, -0.22], [0.16, 0.46, 0.42], [-0.45, -0.17, -0.07], [0.05, -0.20, -0.01], [-0.12, 0.21, -0.23], [0.07, 0.02, 0.10], [0.46, -1.36, -0.91], [0.03, 0.43, 0.66], [-0.27, -0.03, -0.48], [-0.13, 0.74, 0.40], [0.16, 0.28, 0.48], [-0.21, -0.07, -0.15]], "lowdin_charge": [0.597, -0.416, -0.405, -0.395, -0.380, -0.070, -0.465, -0.062, -0.071, 0.081, 0.078, 0.083, 0.129, 0.074, 0.079, 0.077, 0.067, -0.148, -0.139, 0.071, 0.074, 0.080, 0.063, -0.135, -0.156, 0.077, 0.077, 0.077, 0.060, -0.180, -0.124, 0.073, 0.077, 0.076, 0.078, -0.180, -0.116, 0.066, 0.075, 0.074, 0.080]}


[2]
{"formula": "C28H23CsN6O6P", "method": "the ωB97M-V functional and the def2-TZVPD basis", "orbital_gap_ev": 7.1, "lumo_ev": 2.26, "total_charge": -1, "homo_ev": -4.84, "multiplicity": 1, "elements": ["Cs", "O", "C", "O", "C", "C", "C", "C", "C", "C", "P", "C", "C", "C", "C", "C", "C", "C", "C", "C", "C", "C", "C", "H", "H", "H", "H", "H", "H", "H", "H", "H", "H", "H", "H", "H", "H", "N", "N", "C", "N", "N", "N", "O", "O", "H", "H", "H", "H", "H", "O", "C", "N", "C", "O", "C", "C", "C", "C", "C", "C", "H", "H", "H", "H"], "coordinates": [[-1.01399, -0.22371, -0.76308], [0.48241, 1.18781, -3.28946], [1.12260, 0.93878, -2.25990], [1.26041, 1.72051, -1.27444], [1.72964, -0.42082, -2.04747], [1.84748, -1.34943, -3.07065], [2.32126, -2.62089, -2.79047], [2.65145, -2.96348, -1.48551], [2.52645, -2.03689, -0.46056], [2.07201, -0.74706, -0.73074], [1.90559, 0.58690, 0.52439], [3.52394, 1.43496, 0.26099], [4.66938, 0.76092, -0.15757], [5.88140, 1.42720, -0.27232], [5.96726, 2.77895, 0.03001], [4.83030, 3.46205, 0.43673], [3.61914, 2.79372, 0.54662], [2.41019, -0.40214, 2.04697], [3.57346, -0.27612, 2.80486], [3.70780, -0.92315, 4.02880], [2.68197, -1.71367, 4.52329], [1.51279, -1.84755, 3.78352], [1.38026, -1.18727, 2.57363], [1.55848, -1.06766, -4.07486], [2.42617, -3.34494, -3.58940], [3.01981, -3.95845, -1.26402], [2.79388, -2.31753, 0.54961], [4.61554, -0.29532, -0.38922], [6.76452, 0.88852, -0.59598], [6.91738, 3.29375, -0.04836], [4.89217, 4.51974, 0.66406], [2.72750, 3.32880, 0.85073], [4.39033, 0.33668, 2.44301], [4.62637, -0.80838, 4.59364], [2.78553, -2.21250, 5.47936], [0.69813, -2.46049, 4.15157], [0.45439, -1.27867, 2.01189], [-3.22781, 2.87421, -1.36723], [-3.12616, 2.89427, -2.76375], [-2.47987, 1.99429, -3.51671], [-2.14354, 2.38269, -4.76561], [-2.25817, 0.80222, -2.98059], [-1.64740, -0.15774, -3.66665], [-1.29425, -1.12537, -3.00608], [-1.51935, -0.13620, -4.89944], [-2.43703, 2.36938, -0.98659], [-4.05985, 2.36897, -1.05788], [-3.26449, 3.80406, -3.16563], [-1.95510, 3.35832, -4.91181], [-1.58304, 1.69887, -5.25714], [-5.42527, 1.41780, 0.01496], [-4.80952, 0.48176, 0.51243], [-3.51320, 0.14175, 0.26185], [-3.23476, -0.99884, 0.93189], [-2.15708, -1.58796, 0.93740], [-4.44401, -1.45175, 1.71507], [-4.66132, -2.52528, 2.54899], [-5.90329, -2.61360, 3.17780], [-6.87849, -1.64785, 2.96551], [-6.65013, -0.57648, 2.10105], [-5.42319, -0.50404, 1.48095], [-3.89146, -3.27132, 2.70274], [-6.10654, -3.44502, 3.84210], [-7.82691, -1.72383, 3.48354], [-7.41216, 0.17350, 1.92916]], "atomic_forces_ev_per_a": [[1.55, 1.45, 1.82], [0.27, -0.07, -0.34], [0.42, 0.80, -0.54], [0.25, 0.19, -0.24], [0.27, -0.07, 0.05], [0.04, 0.00, 0.02], [0.03, -0.02, -0.05], [0.02, -0.06, -0.05], [-0.01, 0.05, -0.02], [0.38, -0.16, -0.12], [0.70, -0.02, 0.81], [-0.10, 0.05, 0.04], [-0.02, 0.08, 0.01], [0.04, -0.01, -0.02], [0.02, -0.03, 0.01], [0.05, 0.04, 0.00], [-0.04, 0.00, 0.02], [-0.03, 0.07, 0.00], [0.00, -0.01, -0.08], [0.03, -0.02, 0.03], [0.02, 0.02, -0.01], [-0.05, -0.07, -0.02], [0.04, -0.08, -0.03], [-0.08, 0.05, 0.04], [-0.01, -0.02, 0.03], [-0.02, 0.00, 0.00], [0.00, -0.01, 0.00], [0.00, -0.02, -0.01], [-0.01, -0.01, 0.00], [-0.02, 0.02, -0.02], [-0.04, -0.01, 0.01], [0.00, 0.01, -0.01], [0.00, 0.00, 0.00], [-0.02, 0.00, 0.02], [0.01, -0.01, -0.01], [0.01, 0.02, 0.02], [-0.07, -0.03, 0.09], [-0.01, -0.02, 0.17], [-0.01, 0.11, 0.13], [0.20, -0.27, -0.54], [-0.09, -0.08, 0.09], [-0.98, 0.66, 0.11], [-0.13, -0.53, -1.64], [-0.41, -0.94, -2.27], [-0.01, 0.14, 0.44], [0.09, 0.09, -0.03], [-0.06, -0.09, -0.17], [0.08, 0.08, -0.03], [0.07, 0.01, 0.02], [0.04, 0.02, -0.08], [0.10, -0.01, 0.11], [-0.30, 0.08, -0.18], [-0.80, 0.23, 0.29], [-0.50, -0.18, 0.53], [-0.90, -1.40, 1.55], [-0.18, 0.06, 0.02], [0.07, -0.06, -0.02], [0.08, -0.07, 0.00], [-0.03, 0.07, -0.02], [-0.13, 0.05, -0.02], [0.18, -0.13, 0.11], [0.01, 0.02, 0.04], [-0.02, 0.02, 0.01], [-0.01, -0.03, -0.02], [0.03, 0.02, -0.03]], "lowdin_charge": [1.816, -0.018, -0.781, -0.198, -0.243, -0.022, -0.075, -0.080, -0.083, -0.373, 1.030, -0.343, -0.087, -0.094, -0.110, -0.096, -0.089, -0.360, -0.087, -0.104, -0.114, -0.093, -0.121, 0.121, 0.099, 0.098, 0.101, 0.104, 0.096, 0.092, 0.095, 0.105, 0.092, 0.093, 0.090, 0.099, 0.083, 0.072, -0.006, -0.395, 0.188, 0.016, -0.486, -0.250, 0.019, 0.042, 0.041, 0.134, 0.108, 0.080, 0.032, -0.441, -0.013, -0.552, -0.265, -0.090, -0.010, -0.089, -0.091, -0.014, -0.090, 0.115, 0.095, 0.094, 0.113]}


[3]
{"formula": "C11H11NOS", "method": "the ωB97M-V functional and the def2-TZVPD basis", "orbital_gap_ev": [6.3, 6.9], "lumo_ev": [-2.07, -2.18], "relative_energy_kcal_mol": 114.29, "homo_ev": [-8.32, -9.12], "multiplicity": 1, "elements": ["C", "C", "C", "C", "C", "C", "C", "C", "C", "C", "C", "N", "O", "S", "H", "H", "H", "H", "H", "H", "H", "H", "H", "H", "H"], "coordinates": [[-0.16183, -1.61097, 0.55127], [-3.96548, -0.16750, -0.39471], [-1.64448, 0.37233, 0.34126], [-4.13009, -0.77424, -1.54226], [4.27826, 1.63420, -0.15923], [2.97698, 1.67657, 0.15246], [0.79193, 0.69948, 0.32940], [2.19154, 0.53715, 0.43344], [-2.79009, -0.59305, 0.52647], [-0.26294, -0.21697, 0.42156], [2.70635, -0.88500, 0.19331], [-0.08984, -2.75990, 0.59239], [-1.74339, 1.56024, 0.06121], [-5.00630, 0.97308, 0.37295], [-5.02493, -0.44177, -2.08087], [-3.48350, -1.47008, -1.82485], [4.93996, 2.49882, -0.47732], [4.88572, 0.63616, -0.15374], [2.33991, 2.51457, -0.01016], [0.27959, 1.59318, 0.22962], [-2.95743, -0.40147, 1.65679], [-2.69873, -1.66444, 0.22143], [2.40351, -1.49348, 1.10182], [3.84843, -0.80685, 0.10061], [2.31688, -1.41005, -0.64285]], "atomic_forces_ev_per_a": [[0.31, -0.56, -0.05], [0.91, 1.09, 4.30], [1.37, 0.05, -1.43], [-3.87, 2.97, -0.30], [2.91, -0.68, -0.48], [0.21, -0.29, -0.36], [-0.31, -2.35, 1.15], [-1.51, -2.05, -2.24], [-1.20, 0.53, 0.03], [0.68, 0.85, 0.12], [2.00, 0.83, 2.99], [-0.05, -0.17, 0.11], [-0.79, -1.12, 0.57], [-0.34, 0.05, -0.78], [0.60, -0.56, -0.39], [2.42, -3.03, -1.62], [-1.36, -0.95, 0.46], [-1.32, 2.07, 0.19], [0.22, 1.17, 0.25], [0.10, 2.53, -0.17], [-0.44, -0.93, -1.72], [1.09, 0.85, 1.00], [0.76, 0.44, -1.01], [-1.85, -0.73, 0.31], [-0.54, -0.01, -0.94]], "lowdin_charge": [-0.229, -0.783, -0.366, 0.032, 0.040, -0.156, 0.019, -0.212, -0.166, -0.119, -0.041, 0.183, 0.069, 0.735, 0.083, 0.032, 0.082, 0.085, 0.104, 0.089, 0.154, 0.120, 0.101, 0.074, 0.072]}


| no. | electronic energy (eV) |
| --- | --- |
| 1 | -38589.903 |
| 2 | -60471.313 |
| 3 | -25952.871 |